Here is a structure of composition C22H20N4OS3Tc from OMol25. Energies are from ωB97M-V with the def2-TZVPD basis set.

```
51
Properties=species:S:1:pos:R:3:forces:R:3
Tc -0.13209 -1.06916 -2.05175 0.616 -0.063 -0.343
C -0.79748 -0.31782 1.76452 0.369 0.127 0.131
C -0.50910 0.19207 0.39960 -0.024 0.230 -0.100
N 0.47537 -0.45754 -0.35243 -0.496 0.276 -0.065
N 1.66958 -0.44925 0.16999 0.472 -0.662 0.207
C 2.56726 -1.06201 -0.62582 -0.189 0.236 0.305
S 2.07636 -1.60759 -2.20382 -0.299 -0.027 -0.160
S 4.17627 -1.26696 -0.18661 0.004 -0.009 -0.005
C 4.31559 -0.52752 1.47868 0.023 -0.028 -0.023
C 4.93604 0.84142 1.40939 0.009 -0.018 0.031
C 4.34147 1.86120 0.67262 -0.045 0.053 -0.022
C 4.91236 3.12256 0.64131 0.000 -0.002 -0.003
C 6.08385 3.37280 1.34544 -0.018 0.003 -0.013
C 6.68126 2.35893 2.07722 0.006 -0.021 0.011
C 6.11140 1.09342 2.10559 0.036 -0.005 -0.003
C -1.11600 1.29419 -0.18330 -0.274 -0.106 0.001
C -1.80852 2.22978 0.65776 -0.011 0.048 -0.029
C -2.19310 3.43803 0.17265 -0.009 -0.019 0.056
C -1.95178 3.76333 -1.18323 0.002 0.015 -0.021
C -1.35482 2.87819 -2.04640 -0.005 0.072 -0.005
C -0.96553 1.62248 -1.58037 -0.013 0.018 0.024
O -0.55828 0.73430 -2.46390 -0.076 -0.002 0.037
H -0.23673 0.25314 2.51174 -0.015 0.005 0.001
H -1.85812 -0.23166 1.99019 0.003 0.003 0.005
H -0.47648 -1.35382 1.85315 -0.014 -0.003 -0.017
H 3.32734 -0.53925 1.93057 -0.036 0.004 -0.021
H 4.95563 -1.22420 2.01910 -0.004 0.004 0.008
H 3.42856 1.67023 0.11713 0.024 0.012 0.016
H 4.44984 3.91215 0.06400 0.002 -0.004 0.004
H 6.53223 4.35664 1.31755 -0.003 -0.003 0.000
H 7.59547 2.54861 2.62318 -0.007 -0.004 -0.003
H 6.58439 0.30194 2.67492 -0.003 0.009 -0.003
H -1.95576 1.99440 1.70240 -0.006 -0.008 -0.015
H -2.67484 4.15873 0.81815 0.002 -0.009 -0.003
H -2.26645 4.73011 -1.55562 0.001 -0.006 0.000
H -1.21414 3.10998 -3.09286 0.007 -0.005 -0.007
N -6.02488 -4.81162 -0.73380 -0.114 -0.137 -0.002
C -5.79241 -3.52823 -0.45134 0.192 0.009 -0.042
S -6.74507 -2.53569 0.42055 -0.088 0.086 0.066
C -4.47186 -3.00077 -0.90738 -0.047 0.105 -0.027
C -3.28466 -3.66174 -0.61277 0.090 -0.095 0.072
C -2.08464 -3.05985 -0.92388 0.033 -0.009 0.037
N -2.01595 -1.86937 -1.54625 -0.053 -0.154 0.030
C -3.16817 -1.25028 -1.88237 -0.013 0.038 -0.039
C -4.39648 -1.77540 -1.56617 -0.063 0.086 -0.045
H -6.89488 -5.22031 -0.42716 -0.002 -0.030 -0.011
H -5.46111 -5.33296 -1.38455 -0.003 -0.005 -0.006
H -3.28791 -4.61390 -0.09858 0.020 0.017 -0.012
H -1.14219 -3.52939 -0.66180 -0.007 -0.003 -0.002
H -3.07867 -0.30618 -2.40550 -0.007 -0.016 0.002
H -5.30220 -1.23613 -1.80973 0.036 -0.001 0.005
```
Forces are in eV/Å.

For the total energy, the calculation gives -65834.02053 eV. The net charge is +2. The spin multiplicity is 2. The relative energy (zero: lowest compared OMol25 entry of this formula, charge and spin) is 0.00 kJ/mol.

Here is a structure of composition C3H4CaLiO3 at a distorted geometry from OMol25. Energies are from ωB97M-V with the def2-TZVPD basis set.

```
12
Properties=species:S:1:pos:R:3:forces:R:3
O 0.84965 -0.10016 -1.92172 1.638 -0.884 -1.778
C 0.27394 1.22145 -2.00636 -0.605 1.278 -0.087
C -0.63925 1.48249 -0.80095 -0.176 1.176 -0.312
O -0.69967 0.43828 3.85728 0.488 -1.869 0.109
C -0.41858 -0.34571 3.05454 -0.807 3.166 -0.411
O -0.19464 -0.83367 2.00937 0.279 -1.354 1.467
Li 1.96643 -0.80478 -3.08065 -0.163 0.273 0.054
Ca -0.08782 -0.59076 -0.21596 -0.725 -1.176 0.746
H -0.28208 1.29812 -2.95824 0.169 -0.106 0.293
H 1.10141 1.95327 -2.04840 -0.265 -0.272 0.071
H -1.69114 1.64306 -1.08098 0.352 0.022 0.010
H -0.29269 2.34755 -0.21724 -0.187 -0.254 -0.161
```
Forces are in eV/Å.

For the total energy, the calculation gives -27956.70114 eV. The net charge is +1. The spin multiplicity is 1. The relative energy (zero: lowest compared OMol25 entry of this formula, charge and spin) is 122.82 kJ/mol.

Here is a structure of composition C11H8NOS3Tc at a distorted geometry from OMol25. Energies are from ωB97M-V with the def2-TZVPD basis set.

```
25
Properties=species:S:1:pos:R:3:forces:R:3
Tc 0.01673 -0.00056 -0.06500 0.119 -0.223 -1.124
S -0.73514 -1.81546 -1.21623 -0.015 0.260 0.277
C 0.67703 -2.56907 -1.95365 0.092 0.109 0.021
C 0.58941 -3.82380 -2.54913 0.043 -0.015 0.001
C 1.70903 -4.37923 -3.14458 -0.085 -0.052 -0.009
C 2.91617 -3.68802 -3.14950 0.086 0.048 -0.008
C 3.00702 -2.43894 -2.55931 -0.010 -0.048 0.000
C 1.88378 -1.87768 -1.95930 -0.139 -0.027 0.023
S 1.95201 -0.27500 -1.22983 -0.211 0.143 0.276
H -0.35463 -4.35459 -2.53369 0.009 -0.004 -0.024
H 1.64134 -5.35507 -3.60833 0.007 0.006 0.008
H 3.78925 -4.12550 -3.61666 -0.009 -0.001 0.007
H 3.94259 -1.89321 -2.55136 -0.001 -0.009 -0.025
O -0.20264 0.42063 1.84973 0.118 -0.183 0.742
N -0.82242 1.54435 2.24613 -0.307 0.536 -0.231
C -0.91895 1.76606 3.57289 0.062 -0.116 0.157
C -1.53458 2.88820 4.04433 -0.048 0.090 0.015
C -2.06514 3.80730 3.13073 0.033 -0.067 -0.096
C -1.95638 3.56052 1.78542 -0.028 0.064 0.176
C -1.31888 2.40121 1.32382 0.132 -0.228 0.100
S -1.13442 2.01932 -0.34210 0.109 -0.195 -0.191
H -0.48005 1.00103 4.19530 0.017 -0.030 -0.066
H -1.60374 3.05225 5.10901 0.025 -0.045 0.000
H -2.55567 4.70401 3.48331 -0.003 0.000 -0.010
H -2.35152 4.24457 1.04870 0.005 -0.012 -0.020
```
Forces are in eV/Å.

For the total energy, the calculation gives -49778.37685 eV. The spin multiplicity is 3.

Here is a cluster of 2 separate species, C4H8Se2 in total at a distorted geometry from OMol25. Energies are from ωB97M-V with the def2-TZVPD basis set.

```
14
Properties=species:S:1:pos:R:3:forces:R:3
C -0.03881 0.03272 -0.08840 -3.529 -4.029 0.968
C 0.54909 -1.02156 -0.66090 1.198 2.693 1.616
C -1.70304 -0.77236 1.06129 2.232 2.581 -3.577
C 1.95638 -0.89754 -1.20474 0.064 1.257 -1.459
Se -3.10553 -1.29868 -0.15325 0.370 -0.359 0.201
Se 3.43018 -0.87549 0.24096 -1.194 -1.607 -1.052
H 0.15255 1.05504 -0.16246 0.336 1.452 0.060
H 0.22076 -2.00142 -0.39749 -0.273 -0.720 -0.154
H -0.94800 -1.41051 1.46899 -0.572 -0.530 0.804
H -2.16456 0.09245 1.50979 0.605 -0.095 1.039
H 2.08031 -1.77526 -1.80718 0.822 -0.586 -0.196
H 2.10138 -0.02313 -1.98282 -0.220 -1.448 1.980
H -2.22301 -1.89731 -1.14711 0.012 -0.159 -0.140
H 3.64185 0.50929 0.16584 0.149 1.550 -0.090
```
Forces are in eV/Å.

For the total energy, the calculation gives -134965.50982 eV. The spin multiplicity is 1. The relative energy (zero: lowest compared OMol25 entry of this formula, charge and spin) is 241.12 kJ/mol.

Here is a cluster of 2 separate species, C4H3IN2O in total at a distorted geometry from OMol25. Energies are from ωB97M-V with the def2-TZVPD basis set.

```
11
Properties=species:S:1:pos:R:3:forces:R:3
C 0.70321 2.15165 -0.05910 0.953 1.801 0.857
C 0.11182 -1.38889 -1.08323 -1.972 -0.936 -0.744
C 0.32285 1.04145 -0.78417 -1.100 -0.292 -2.490
C 0.71357 -0.19018 -0.61008 1.625 -1.645 2.140
N 1.03741 3.12508 0.45903 -0.217 -0.321 -0.034
N -0.63042 -2.26790 -1.28324 1.727 1.274 0.069
O -1.12137 -0.71000 1.34892 -1.717 1.039 -0.092
I 2.10721 -0.56424 0.95587 -0.132 -0.102 -0.402
H -2.08172 -0.80702 1.18463 0.648 0.377 0.058
H -0.27342 1.20533 -1.67468 -0.500 0.265 0.201
H -0.88914 -1.59528 1.54605 0.683 -1.461 0.437
```
Forces are in eV/Å.

Its SMILES is N#C/C=C(\I)C#N.O. For the total energy, the calculation gives -17322.70096 eV. The spin multiplicity is 1. The relative energy (zero: lowest compared OMol25 entry of this formula, charge and spin) is 30.88 kJ/mol.

Here is a structure of composition C18H30N3O5PS at a distorted geometry from OMol25. Energies are from ωB97M-V with the def2-TZVPD basis set.

```
58
Properties=species:S:1:pos:R:3:forces:R:3
C 4.98958 -0.49217 0.41367 0.422 0.127 0.372
C 4.83610 1.04093 0.69273 -0.622 -0.994 -0.193
C 3.34246 1.40471 0.90536 0.659 0.151 0.073
C 3.08807 2.93083 0.90238 -1.057 -0.217 -0.651
C 1.63808 3.29020 1.39537 1.174 -0.956 -0.310
C 0.64728 2.40328 0.60493 -0.548 1.317 0.104
C -0.81749 2.92139 0.58794 0.424 -1.028 -0.042
C -1.62265 2.13300 -0.51107 -0.355 0.784 0.672
C -2.04572 0.75825 0.01063 -0.283 0.784 -0.310
C -1.33522 -0.40312 -0.16533 0.628 -0.077 0.197
C -0.03929 -0.34683 -0.99494 -0.625 -0.767 -0.786
C -0.26054 -1.17319 -2.33890 -0.320 1.786 0.393
C -0.57927 -0.16526 -3.49841 -0.309 -1.148 -0.234
N 0.55304 0.04473 -4.42961 -0.289 0.638 0.667
C -1.78284 -1.70824 0.41771 0.006 0.934 0.690
P -0.75397 -3.21578 0.19924 0.761 -1.507 -1.527
O -0.95859 -3.84293 -1.10906 -0.419 0.109 -0.020
O -1.00558 -4.35081 1.31777 0.247 1.419 0.397
O 0.84336 -2.86664 0.29314 -1.366 0.653 1.074
C -2.97623 -1.75968 1.11572 0.476 -0.400 0.171
C -3.64543 -2.98966 1.73996 -0.327 0.408 0.170
O -4.36563 -3.74182 0.76592 -0.443 0.526 0.591
O -3.50647 -4.66519 0.14754 0.362 -0.322 -0.448
C -3.70463 -0.53416 1.27488 -1.115 1.558 -0.008
N -4.88163 -0.38954 1.90783 0.028 -0.161 0.076
S -5.32779 1.14840 1.83071 0.552 0.056 -0.295
N -4.07450 1.79576 0.97813 -0.861 -1.068 0.720
C -3.29430 0.75007 0.75591 2.036 -1.416 -0.874
H 4.11643 -1.07829 0.74690 0.253 0.284 -0.088
H 5.86505 -0.87669 0.96518 -0.338 0.010 -0.290
H 5.16123 -0.71164 -0.65052 -0.177 0.116 0.312
H 5.44133 1.29621 1.57449 -0.182 0.213 -0.359
H 5.21236 1.55489 -0.20669 -0.033 0.184 0.543
H 2.94999 0.96311 1.84513 0.360 0.105 -0.289
H 2.80453 0.89192 0.08595 -0.037 0.450 0.301
H 3.85734 3.49745 1.44902 -0.203 -0.307 -0.094
H 3.10620 3.24468 -0.16217 0.343 0.068 0.465
H 1.61278 3.04686 2.47193 -0.318 0.427 -0.270
H 1.49100 4.36641 1.20251 -0.252 -0.430 0.305
H 0.62280 1.37905 1.01106 0.260 0.319 -0.352
H 0.99329 2.40602 -0.44658 -0.033 -0.272 0.425
H -0.88151 4.01064 0.43967 0.118 -0.380 -0.156
H -1.25283 2.70102 1.58188 -0.054 0.240 -0.448
H -1.08016 2.09072 -1.46485 -0.016 0.005 0.461
H -2.51296 2.75643 -0.71019 0.118 -0.617 0.042
H 0.83448 -0.69655 -0.43096 -0.337 0.084 -0.201
H 0.18329 0.67103 -1.32166 -0.053 -0.284 0.456
H 0.64568 -1.75971 -2.54003 -0.562 -0.146 -0.172
H -1.16658 -1.77816 -2.22913 0.716 -0.325 -0.008
H -0.96216 0.79215 -3.10290 0.277 -0.350 -0.089
H -1.42967 -0.59323 -4.06544 0.414 0.197 0.097
H 0.78722 1.03333 -4.38138 0.291 -0.266 -0.277
H 1.36102 -0.47465 -4.10182 -0.043 0.114 -0.095
H -0.94531 -4.01246 2.22429 0.119 -0.245 -0.071
H 0.97639 -2.17399 0.96339 0.363 -0.244 -0.142
H -2.98405 -3.61702 2.34941 -0.141 0.036 -0.487
H -4.42797 -2.62370 2.42637 0.245 -0.148 -0.407
H -3.33939 -4.28241 -0.73301 0.068 -0.028 0.217
```
Forces are in eV/Å.

For the total energy, the calculation gives -53983.18126 eV. The spin multiplicity is 1.

Copy entry 5 word for word.
Here is a cluster of 2 separate species, C4H3IN2O in total at a distorted geometry from OMol25. Energies are from ωB97M-V with the def2-TZVPD basis set.

```
11
Properties=species:S:1:pos:R:3:forces:R:3
C 0.70321 2.15165 -0.05910 0.953 1.801 0.857
C 0.11182 -1.38889 -1.08323 -1.972 -0.936 -0.744
C 0.32285 1.04145 -0.78417 -1.100 -0.292 -2.490
C 0.71357 -0.19018 -0.61008 1.625 -1.645 2.140
N 1.03741 3.12508 0.45903 -0.217 -0.321 -0.034
N -0.63042 -2.26790 -1.28324 1.727 1.274 0.069
O -1.12137 -0.71000 1.34892 -1.717 1.039 -0.092
I 2.10721 -0.56424 0.95587 -0.132 -0.102 -0.402
H -2.08172 -0.80702 1.18463 0.648 0.377 0.058
H -0.27342 1.20533 -1.67468 -0.500 0.265 0.201
H -0.88914 -1.59528 1.54605 0.683 -1.461 0.437
```
Forces are in eV/Å.

Its SMILES is N#C/C=C(\I)C#N.O. For the total energy, the calculation gives -17322.70096 eV. The spin multiplicity is 1. The relative energy (zero: lowest compared OMol25 entry of this formula, charge and spin) is 30.88 kJ/mol.